1.
Molecular formula: C16H17Cl3DyN2OSSi
Method: DFT, wB97M-V/def2-TZVPD

As for the total charge: +1. The energy is -102253.3303 eV. As for the multiplicity: 6. The HOMO-LUMO gap (alpha / beta) is 7.06 / 7.02 eV.

Last column: Löwdin spin population.
Element x y z (Å)
Dy  -0.114  0.312  -0.514  4.805
Cl  1.136  -3.807  5.006  0.000
C  1.197  -2.898  3.599  0.000
C  0.039  -2.558  2.892  0.000
C  0.114  -1.768  1.769  0.000
Cl  -1.597  -1.280  1.021  -0.020
C  1.427  -1.411  1.313  -0.002
O  1.571  -0.611  0.231  -0.020
C  2.615  -1.822  2.021  0.000
Cl  4.148  -1.335  1.422  0.000
C  2.473  -2.574  3.179  0.000
H  -0.914  -2.906  3.226  0.000
H  3.334  -2.927  3.737  0.000
C  -2.165  -2.092  -3.279  0.033
Si  -0.415  -1.629  -2.665  0.172
C  0.214  -0.748  -4.237  0.026
C  0.558  -3.227  -2.271  0.037
H  -2.064  -2.844  -4.124  0.007
H  -2.658  -1.206  -3.668  0.000
H  -2.827  -2.667  -2.568  0.000
H  0.745  -1.558  -4.832  0.004
H  1.018  -0.014  -3.989  0.001
H  -0.569  -0.195  -4.814  0.000
H  -0.172  -4.079  -2.188  0.001
H  1.017  -3.175  -1.264  0.002
H  1.284  -3.473  -3.048  0.003
N  2.671  2.171  1.354  0.002
C  1.546  2.877  1.055  0.001
N  0.576  2.296  0.289  -0.023
C  -0.594  3.034  0.341  -0.005
C  -1.768  2.585  -0.255  -0.012
C  -2.927  3.277  0.120  -0.001
C  -2.891  4.273  1.101  0.000
C  -1.688  4.736  1.670  -0.001
C  -0.492  4.171  1.201  0.000
S  1.215  4.375  1.810  -0.001
H  2.696  1.205  1.013  0.000
H  3.409  2.493  1.984  0.000
H  -1.777  1.916  -1.165  -0.007
H  -3.850  2.957  -0.363  0.000
H  -3.830  4.598  1.488  0.000
H  -1.690  5.524  2.398  0.000

***

2.
Molecular formula: C16H17ClF10N3OSSbTi
Method: DFT, wB97M-V/def2-TZVPD

As for the total charge: -2. The energy is -103578.6252 eV. The HOMO-LUMO gap is 7.11 eV. The energy above the lowest of the compared OMol25 structures with the same formula, charge and spin comes out at 0.756 eV.

Last column: natural (NBO) charge in e.
Element x y z (Å)
Ti  0.115  -0.495  -0.875  1.885
C  0.886  3.852  0.924  -0.406
N  1.092  3.121  -0.295  -0.417
C  2.179  3.638  -1.079  -0.398
C  -0.108  2.954  -1.084  -0.216
C  -1.236  2.244  -0.346  -0.228
N  -0.810  1.026  0.348  -0.718
C  -1.606  0.677  1.395  0.122
C  -1.075  -0.050  2.489  0.349
F  0.223  -0.355  2.487  -0.295
C  -1.822  -0.405  3.586  0.323
F  -1.219  -1.069  4.596  -0.325
C  -3.161  -0.073  3.715  -0.408
C  -3.706  0.631  2.665  0.332
F  -5.022  0.962  2.704  -0.337
C  -2.976  0.989  1.549  0.235
F  -3.670  1.578  0.544  -0.328
H  0.454  4.862  0.754  0.130
H  1.841  3.975  1.439  0.191
H  0.221  3.298  1.588  0.209
H  2.003  4.677  -1.431  0.128
H  2.326  3.001  -1.951  0.220
H  3.099  3.628  -0.490  0.188
H  0.158  2.409  -1.986  0.232
H  -0.512  3.938  -1.410  0.136
H  -2.023  2.057  -1.082  0.203
H  -1.652  2.942  0.392  0.166
H  -3.741  -0.360  4.578  0.224
O  -0.961  -1.764  0.248  -0.606
N  -1.555  -2.839  -0.283  -0.007
C  -2.569  -2.618  -1.148  0.050
C  -3.242  -3.646  -1.738  -0.308
C  -2.846  -4.957  -1.419  -0.188
C  -1.837  -5.159  -0.525  -0.262
C  -1.146  -4.090  0.115  0.044
S  0.040  -4.330  1.279  -0.309
H  -2.758  -1.573  -1.342  0.255
H  -4.034  -3.432  -2.439  0.212
H  -3.337  -5.805  -1.882  0.197
H  -1.511  -6.152  -0.253  0.219
F  1.306  0.520  -1.853  -0.630
Sb  0.236  -0.198  -4.383  2.229
F  1.439  -0.156  -5.920  -0.761
F  0.430  -1.960  -1.975  -0.631
F  -1.100  -1.022  -5.539  -0.748
F  -1.296  -0.061  -2.157  -0.706
F  0.007  1.708  -4.619  -0.734
Cl  2.866  0.261  0.974  -0.159
C  1.884  -1.089  0.257  -0.777
H  1.679  -1.768  1.080  0.223
H  2.558  -1.549  -0.466  0.197

***

3.
Molecular formula: C16H17ClN2O4S
Method: DFT, wB97M-V/def2-TZVPD

As for the total charge: 0. The energy is -51395.9808 eV. The SMILES is CCCCNC(=O)c1onc(CSc2ccc(Cl)cc2)c1C(=O)O. The HOMO-LUMO gap is 8.01 eV. The energy above the lowest of the compared OMol25 structures with the same formula, charge and spin comes out at 0.177 eV.

Last column: natural (NBO) charge in e.
Element x y z (Å)
C  5.551  1.478  1.172  -0.609
C  4.755  2.236  0.115  -0.392
C  3.336  1.698  -0.068  -0.398
C  3.320  0.281  -0.641  -0.232
N  1.971  -0.157  -0.918  -0.564
C  1.379  -1.155  -0.258  0.641
O  1.928  -1.830  0.607  -0.638
C  -0.024  -1.404  -0.657  0.228
O  -0.581  -0.578  -1.564  -0.271
N  -1.861  -0.947  -1.782  -0.103
C  -2.114  -1.989  -1.035  0.167
C  -3.463  -2.574  -0.964  -0.563
S  -4.284  -1.933  0.553  0.276
C  -4.046  -0.183  0.395  -0.186
C  -3.777  0.535  1.556  -0.208
C  -3.580  1.900  1.502  -0.227
C  -3.641  2.547  0.277  -0.046
Cl  -3.368  4.253  0.197  0.004
C  -3.920  1.843  -0.883  -0.215
C  -4.132  0.478  -0.823  -0.199
C  -0.954  -2.348  -0.271  -0.227
C  -0.873  -3.537  0.635  0.784
O  -1.783  -4.324  0.682  -0.581
O  0.222  -3.685  1.349  -0.670
H  5.741  0.454  0.863  0.201
H  6.509  1.964  1.337  0.215
H  5.010  1.460  2.115  0.205
H  4.687  3.286  0.409  0.208
H  5.284  2.194  -0.840  0.195
H  2.818  1.701  0.893  0.206
H  2.791  2.359  -0.746  0.200
H  3.741  -0.430  0.070  0.235
H  3.900  0.248  -1.570  0.198
H  1.431  0.370  -1.589  0.416
H  -3.418  -3.649  -0.799  0.289
H  -4.057  -2.325  -1.840  0.235
H  -3.724  0.013  2.499  0.228
H  -3.370  2.459  2.401  0.230
H  -3.975  2.358  -1.829  0.228
H  -4.360  -0.059  -1.728  0.225
H  0.935  -3.009  1.177  0.515

***

4.
Molecular formula: C16H17F3N2O3
Method: DFT, wB97M-V/def2-TZVPD

As for the total charge: 0. The energy is -34144.0430 eV. The SMILES is CN1CC(C(=O)NCCCc2ccccc2C(F)(F)F)=C(O)C1=O. The HOMO-LUMO gap is 9.54 eV. The energy above the lowest of the compared OMol25 structures with the same formula, charge and spin comes out at 0.000 eV.

Last column: natural (NBO) charge in e.
Element x y z (Å)
C  -4.950  1.609  3.846  -0.403
N  -3.699  1.334  3.150  -0.410
C  -2.363  1.376  3.782  -0.221
C  -1.432  1.273  2.599  -0.150
C  0.027  1.306  2.782  0.649
O  0.525  1.417  3.886  -0.617
N  0.817  1.099  1.662  -0.630
C  2.281  1.122  1.601  -0.221
C  2.703  1.838  0.292  -0.392
C  2.062  1.315  -1.016  -0.431
C  2.460  -0.119  -1.359  0.015
C  1.781  -1.184  -0.734  -0.216
C  2.091  -2.515  -1.005  -0.182
C  3.080  -2.869  -1.927  -0.225
C  3.800  -1.862  -2.541  -0.169
C  3.485  -0.478  -2.293  -0.143
C  4.290  0.619  -3.007  0.974
F  5.326  0.065  -3.683  -0.327
F  3.492  1.183  -3.966  -0.332
F  4.800  1.576  -2.199  -0.319
C  -2.160  1.145  1.419  0.262
O  -1.709  0.949  0.132  -0.676
C  -3.573  1.167  1.774  0.595
O  -4.490  1.161  0.961  -0.626
H  -5.753  0.965  3.568  0.222
H  -4.756  1.429  4.942  0.209
H  -5.261  2.645  3.670  0.205
H  -2.244  0.545  4.495  0.226
H  -2.137  2.321  4.344  0.229
H  0.332  1.064  0.792  0.398
H  2.680  1.641  2.492  0.235
H  2.706  0.112  1.580  0.195
H  3.777  1.797  0.188  0.218
H  2.453  2.900  0.434  0.211
H  0.982  1.366  -0.863  0.207
H  2.322  1.966  -1.824  0.233
H  0.933  -0.984  -0.069  0.219
H  1.568  -3.291  -0.479  0.215
H  3.292  -3.909  -2.100  0.221
H  4.645  -2.134  -3.189  0.234
H  -2.489  0.734  -0.442  0.520

***

5.
Molecular formula: C16H17MnN5O2Se3Te
Method: DFT, wB97M-V/def2-TZVPD

As for the total charge: -2. The energy is -263067.1884 eV. As for the multiplicity: 6. The HOMO-LUMO gap (alpha / beta) is 3.47 / 4.98 eV. The energy above the lowest of the compared OMol25 structures with the same formula, charge and spin comes out at 2.506 eV.

Last column: Löwdin spin population.
Element x y z (Å)
Mn  0.539  -1.180  -0.968  2.857
C  4.816  -1.364  -1.024  0.000
C  3.428  -0.755  -1.117  0.012
O  2.476  -1.591  -1.132  0.016
C  3.331  0.633  -1.168  0.010
C  2.110  1.362  -1.219  0.022
C  2.176  2.865  -1.162  0.002
N  0.958  0.767  -1.286  -0.003
N  -0.181  1.612  -1.297  0.002
C  -1.235  0.861  -1.229  0.002
O  -1.268  -0.423  -1.204  0.015
C  -2.574  1.567  -1.165  -0.001
C  -3.730  0.805  -1.105  0.000
C  -4.976  1.427  -1.040  0.000
C  -5.064  2.810  -1.031  0.000
C  -3.903  3.575  -1.084  0.000
C  -2.664  2.953  -1.150  0.000
H  4.723  -2.448  -1.033  0.000
H  5.302  -1.054  -0.096  0.000
H  5.445  -1.043  -1.856  0.001
H  4.249  1.204  -1.128  0.001
H  3.212  3.200  -1.188  0.000
H  1.704  3.213  -0.242  0.001
H  1.617  3.308  -1.985  0.001
H  -3.631  -0.273  -1.103  0.000
H  -5.874  0.823  -0.991  0.000
H  -6.032  3.295  -0.977  0.000
H  -3.963  4.657  -1.070  0.000
H  -1.746  3.526  -1.186  0.000
Se  -2.196  -3.390  -0.258  0.354
Se  -2.358  -5.324  0.801  0.564
Te  -0.050  -5.291  -2.951  0.038
Se  -0.015  -3.322  -1.310  0.039
N  0.519  -3.188  4.299  0.005
C  0.514  -2.039  3.454  0.068
C  0.593  -2.189  2.095  0.176
N  0.567  -1.100  1.229  0.354
C  0.516  0.095  1.884  0.060
C  0.466  0.209  3.240  0.107
N  0.441  -0.869  4.117  0.274
H  0.080  -3.986  3.862  0.000
H  0.076  -2.951  5.175  0.002
H  0.679  -3.171  1.648  0.011
H  0.497  0.986  1.266  0.001
H  0.427  1.198  3.686  0.008

***

6.
Molecular formula: C16H17MnNS
Method: DFT, wB97M-V/def2-TZVPD

As for the total charge: +2. The energy is -60475.5422 eV. As for the multiplicity: 6. The HOMO-LUMO gap (alpha / beta) is 3.10 / 2.80 eV.

Last column: Löwdin spin population.
Element x y z (Å)
C  4.995  -0.375  0.487  0.001
C  4.629  1.226  0.244  0.000
C  3.338  1.447  -0.766  0.003
C  3.057  3.036  -1.136  0.002
C  1.985  0.633  -0.278  0.030
C  1.705  0.050  1.228  0.049
C  0.370  -0.796  1.673  -0.026
C  -0.777  -1.089  0.505  0.049
C  -0.498  -0.464  -0.987  0.029
C  0.830  0.388  -1.444  -0.014
S  -1.866  -0.778  -2.284  0.007
C  -3.441  -0.795  -1.207  -0.034
C  -4.866  -0.210  -1.771  0.050
C  -6.153  -0.255  -0.738  -0.057
C  -6.029  -0.876  0.780  0.050
C  -4.603  -1.460  1.349  -0.010
C  -3.275  -1.398  0.334  -0.028
N  -1.978  -1.909  0.923  -0.005
H  6.128  -0.544  0.786  0.000
H  4.360  -0.818  1.394  0.000
H  4.667  -1.018  -0.455  0.000
H  4.387  1.803  1.247  0.000
H  5.573  1.684  -0.312  0.000
H  3.657  0.939  -1.798  0.001
H  3.814  3.391  -1.978  0.000
H  3.138  3.664  -0.152  0.000
H  1.978  3.114  -1.640  0.000
H  2.539  0.230  2.053  0.001
H  0.304  -1.167  2.781  -0.002
H  0.945  0.800  -2.552  -0.001
H  -4.925  0.239  -2.861  0.002
H  -7.173  0.161  -1.133  -0.002
H  -6.975  -0.892  1.505  0.002
H  -4.559  -1.897  2.439  0.006
H  -1.806  -2.880  0.529  0.001
Mn  -3.473  -3.182  3.235  4.897

***

7.
Molecular formula: C16H17N2Y
Method: DFT, wB97M-V/def2-TZVPD

As for the total charge: +2. The energy is -20876.5878 eV. The HOMO-LUMO gap is 6.79 eV. The energy above the lowest of the compared OMol25 structures with the same formula, charge and spin comes out at 0.000 eV.

Last column: natural (NBO) charge in e.
Element x y z (Å)
C  -2.214  0.984  -0.196  -0.462
C  -1.355  2.062  -0.264  -0.454
H  -2.719  0.653  0.724  0.254
H  -2.592  0.495  -1.101  0.278
H  -1.004  2.453  -1.225  0.276
H  -1.088  2.695  0.595  0.256
Y  0.037  0.100  0.324  2.120
C  0.187  -1.768  -1.390  -0.406
C  0.069  -0.565  -2.146  -0.353
C  2.080  -0.473  -1.012  -0.405
C  1.470  -1.748  -0.751  -0.330
H  -0.710  -0.354  -2.875  0.273
H  1.459  1.185  -2.387  0.278
H  3.077  -0.164  -0.693  0.274
C  1.218  0.242  -1.896  -0.383
H  1.968  -2.619  -0.343  0.266
H  -0.484  -2.627  -1.427  0.279
N  1.283  -1.175  2.011  -0.939
C  1.165  -0.719  3.387  0.145
C  1.963  -1.272  4.358  -0.182
C  1.747  -0.900  5.697  -0.176
C  0.772  0.019  6.050  -0.138
C  -0.050  0.630  5.064  -0.082
C  -1.101  1.525  5.355  -0.047
C  -1.872  2.001  4.323  -0.257
C  -1.605  1.610  3.012  0.089
N  -0.601  0.776  2.690  -0.616
C  0.177  0.253  3.694  0.139
H  2.259  -1.306  1.741  0.421
H  0.881  -2.107  1.863  0.414
H  2.736  -1.992  4.097  0.244
H  2.356  -1.367  6.471  0.256
H  0.603  0.270  7.103  0.251
H  -1.293  1.807  6.393  0.258
H  -2.696  2.685  4.490  0.261
H  -2.208  1.973  2.184  0.198

***

8.
Molecular formula: C16H17N3O5S
Method: DFT, wB97M-V/def2-TZVPD

As for the total charge: 0. The energy is -42408.7504 eV. The SMILES is Cc1cccc(C(=O)NCCc2ccc(S(N)(=O)=O)cc2)c1[N+](=O)[O-]. The HOMO-LUMO gap is 9.00 eV. The energy above the lowest of the compared OMol25 structures with the same formula, charge and spin comes out at 2.753 eV.

Last column: natural (NBO) charge in e.
Element x y z (Å)
C  -3.956  -2.840  -1.373  -0.632
C  -3.524  -1.996  -0.221  0.008
C  -3.666  -2.467  1.081  -0.202
C  -3.270  -1.716  2.172  -0.169
C  -2.719  -0.457  1.994  -0.201
C  -2.553  0.042  0.713  -0.098
C  -2.093  1.466  0.518  0.683
O  -2.873  2.335  0.195  -0.604
N  -0.801  1.677  0.852  -0.618
C  -0.160  2.946  0.596  -0.214
C  0.629  2.927  -0.724  -0.442
C  1.736  1.917  -0.651  -0.008
C  1.526  0.620  -1.113  -0.176
C  2.517  -0.338  -0.988  -0.194
C  3.718  0.010  -0.403  -0.346
S  4.971  -1.232  -0.190  2.302
N  4.555  -1.817  1.344  -1.076
O  6.260  -0.613  -0.088  -0.936
O  4.768  -2.298  -1.126  -0.937
C  3.954  1.291  0.053  -0.177
C  2.958  2.244  -0.070  -0.210
C  -2.954  -0.728  -0.381  0.087
N  -2.698  -0.182  -1.686  0.526
O  -3.448  -0.447  -2.595  -0.351
O  -1.699  0.506  -1.794  -0.399
H  -4.168  -3.853  -1.040  0.215
H  -4.855  -2.422  -1.824  0.246
H  -3.197  -2.873  -2.152  0.233
H  -4.098  -3.445  1.235  0.219
H  -3.398  -2.110  3.169  0.222
H  -2.429  0.143  2.842  0.228
H  -0.192  0.879  0.954  0.404
H  0.505  3.178  1.433  0.195
H  -0.954  3.693  0.540  0.240
H  -0.059  2.668  -1.529  0.234
H  1.031  3.924  -0.903  0.221
H  0.582  0.376  -1.578  0.230
H  2.387  -1.346  -1.347  0.240
H  4.334  -2.799  1.309  0.401
H  5.287  -1.636  2.012  0.401
H  4.915  1.521  0.484  0.240
H  3.131  3.252  0.279  0.216

***

Q: Look up the total charge of the second one.
A: -2

***

Q: Which value of energy does entry 1 give?
A: -102253.3303 eV

***

Q: total charge of number 4 (C16H17F3N2O3)?
A: 0

***

Q: Which value of total charge does entry 1 give?
A: +1